{"formula": "C32H46N6O3", "method": "ωB97M-V/def2-TZVPD", "species": ["C", "C", "C", "C", "C", "C", "C", "C", "C", "O", "C", "C", "O", "N", "O", "N", "C", "H", "H", "H", "H", "H", "H", "H", "H", "H", "H", "H", "H", "H", "H", "H", "H", "H", "H", "H", "H", "H", "H", "H", "H", "H", "H", "C", "C", "C", "N", "C", "C", "H", "H", "H", "H", "H", "C", "C", "C", "N", "C", "C", "H", "H", "H", "H", "H", "C", "C", "C", "N", "C", "C", "H", "H", "H", "H", "H", "C", "C", "C", "N", "C", "C", "H", "H", "H", "H", "H"], "xyz": [[-3.99, 1.72, 1.34], [-3.65, 3.26, 0.90], [-3.69, 3.50, -0.73], [-2.54, 2.49, -1.41], [-2.06, 3.03, -2.88], [-0.42, 3.07, -2.89], [0.27, 2.20, -4.09], [0.19, 0.57, -3.91], [0.85, 0.15, -2.44], [-0.14, -0.43, -1.50], [0.48, -0.55, -0.14], [0.52, -2.13, 0.35], [1.17, -3.04, -0.63], [1.30, -4.27, -0.09], [0.29, -4.94, -0.37], [-1.20, -0.02, -3.93], [-1.90, 0.17, -5.26], [-3.37, 0.91, 0.73], [-5.13, 1.43, 1.22], [-3.71, 1.56, 2.47], [-2.56, 3.57, 1.28], [-4.39, 4.02, 1.44], [-4.79, 3.22, -1.08], [-3.52, 4.61, -1.05], [-1.69, 2.40, -0.61], [-3.06, 1.44, -1.54], [-2.47, 4.15, -2.98], [-2.55, 2.43, -3.76], [0.07, 2.81, -1.83], [-0.12, 4.21, -3.09], [1.42, 2.50, -4.13], [-0.18, 2.59, -5.12], [0.86, 0.06, -4.74], [1.66, -0.70, -2.62], [1.44, 1.05, -1.93], [-0.22, 0.06, 0.60], [1.60, -0.17, -0.12], [-0.56, -2.50, 0.65], [1.19, -2.15, 1.34], [-1.04, -1.07, -3.87], [-3.06, 0.33, -5.05], [-1.83, -0.80, -5.94], [-1.51, 1.06, -5.91], [-5.02, 3.54, 7.04], [-5.36, 4.51, 6.10], [-4.86, 4.38, 4.81], [-4.07, 3.37, 4.42], [-3.75, 2.44, 5.35], [-4.20, 2.49, 6.66], [-5.40, 3.61, 8.06], [-6.00, 5.35, 6.37], [-5.10, 5.11, 4.05], [-3.11, 1.64, 5.01], [-3.92, 1.71, 7.37], [0.36, -0.70, 8.92], [0.69, 0.16, 7.88], [-0.24, 0.37, 6.88], [-1.46, -0.22, 6.85], [-1.75, -1.05, 7.87], [-0.89, -1.32, 8.92], [1.07, -0.88, 9.72], [1.65, 0.66, 7.85], [-0.03, 1.04, 6.05], [-2.73, -1.51, 7.83], [-1.17, -1.99, 9.72], [5.87, -0.47, -6.13], [5.56, 0.87, -5.91], [4.37, 1.17, -5.27], [3.48, 0.24, -4.86], [3.80, -1.05, -5.09], [4.97, -1.45, -5.71], [6.79, -0.74, -6.62], [6.23, 1.66, -6.22], [4.08, 2.20, -5.07], [3.07, -1.77, -4.74], [5.18, -2.50, -5.87], [4.50, -6.53, -0.61], [4.16, -5.56, -1.55], [4.66, -5.69, -2.83], [5.46, -6.71, -3.23], [5.77, -7.63, -2.30], [5.32, -7.59, -0.99], [4.13, -6.46, 0.41], [3.52, -4.72, -1.28], [4.42, -4.96, -3.60], [6.41, -8.44, -2.64], [5.60, -8.36, -0.28]], "total_energy_ev": -49002.5052, "smiles": "CCCCCCC[C@@H](COCCON=O)NC.c1ccncc1.c1ccncc1.c1ccncc1.c1ccncc1", "homo_ha": -0.312, "orbital_gap_ev": 7.87}